DFT (wB97M-V/def2-TZVPD) results for a cluster of 2 separate species, C4H8Cl4NOP in total.

XYZ file:
```
19
Properties=species:S:1:pos:R:3
Cl 2.672 -1.756 0.076
Cl -0.384 -3.063 -0.111
Cl 0.966 -1.062 2.512
Cl 1.861 1.128 -2.170
P 1.909 -0.151 0.964
O 2.877 0.836 1.234
N 0.511 0.236 0.051
C 0.474 1.320 -0.968
C -1.929 -2.367 -0.341
C -2.666 -1.743 0.603
C 0.592 2.699 -0.336
H -0.480 1.100 -1.540
H 0.024 -0.676 -0.138
H 0.443 3.529 -1.041
H -2.317 -2.562 -1.370
H 1.547 2.966 0.039
H -0.156 2.703 0.586
H -3.652 -1.411 0.357
H -2.292 -1.725 1.593
```

Results
**SMILES**: C[C@@H](Cl)NP(=O)(Cl)Cl.C=CCl
**Total energy**: -67195.6462 eV